110
Properties=species:S:1:pos:R:3:mulliken_charge:R:1 method="wB97M-V/def2-TZVPD" total_energy_ev=-127348.670 homo_lumo_gap_ha=0.296 e_lumo_ev=-0.549 smiles="NB(O)BCC(=O)Br.COCCNCCOC.COCCNCCOC.COCCNCCOC.COCCNCCOC"
N -1.338 -3.651 0.104 -0.371
B -0.706 -4.805 -0.453 0.457
O -1.475 -5.709 -1.198 -0.531
B 0.961 -5.126 -0.292 -0.036
C 1.960 -3.862 -0.141 -0.546
C 1.927 -3.151 -1.477 0.347
O 1.901 -2.006 -1.564 -0.365
Br 1.886 -4.245 -3.098 -0.202
H -0.708 -2.876 0.263 0.143
H -2.086 -3.370 -0.534 0.207
H -0.948 -5.911 -1.982 0.282
H 1.451 -6.208 -0.328 -0.109
H 2.975 -4.149 0.140 0.367
H 1.585 -3.159 0.605 0.241
C 6.821 3.145 -3.570 -0.683
O 5.754 2.623 -4.340 -0.345
C 5.621 1.208 -4.243 -0.801
C 4.320 0.843 -3.556 -0.211
N 4.366 1.187 -2.139 -0.280
C 3.076 1.070 -1.460 0.290
C 1.968 2.030 -1.889 -0.606
O 2.223 3.390 -1.573 -0.433
C 2.961 4.101 -2.554 -0.577
H 6.897 4.210 -3.787 0.244
H 6.635 3.022 -2.498 0.268
H 7.768 2.666 -3.835 0.344
H 6.478 0.754 -3.736 0.407
H 5.596 0.820 -5.266 0.385
H 4.147 -0.232 -3.658 0.366
H 3.511 1.375 -4.072 0.203
H 4.694 2.140 -2.044 0.062
H 3.268 1.233 -0.395 0.207
H 2.717 0.044 -1.558 -0.195
H 1.071 1.761 -1.322 0.294
H 1.702 1.918 -2.946 0.412
H 2.761 3.739 -3.565 0.311
H 4.033 4.054 -2.346 0.171
H 2.666 5.150 -2.497 0.299
C -1.851 -1.914 -2.870 -0.563
O -3.089 -2.487 -2.498 -0.235
C -4.083 -1.514 -2.167 -0.703
C -5.214 -1.552 -3.175 -0.406
N -4.780 -1.036 -4.470 -0.323
C -5.746 -1.246 -5.546 -0.703
C -6.030 -2.687 -5.967 -0.486
O -4.927 -3.339 -6.573 -0.431
C -4.038 -3.979 -5.674 -0.516
H -1.136 -2.725 -3.005 -0.012
H -1.932 -1.362 -3.812 0.467
H -1.480 -1.249 -2.082 0.238
H -3.657 -0.510 -2.085 0.383
H -4.476 -1.786 -1.189 0.259
H -6.044 -0.943 -2.806 0.429
H -5.553 -2.593 -3.253 0.210
H -3.911 -1.486 -4.728 0.106
H -5.362 -0.716 -6.421 0.375
H -6.689 -0.762 -5.275 0.404
H -6.808 -2.651 -6.734 0.359
H -6.438 -3.292 -5.148 0.340
H -4.549 -4.357 -4.785 0.278
H -3.227 -3.307 -5.380 0.152
H -3.586 -4.823 -6.196 0.322
C 3.683 3.967 1.668 -0.477
O 4.551 3.045 2.305 -0.265
C 5.315 3.613 3.362 -0.898
C 4.904 3.009 4.690 -0.215
N 3.569 3.460 5.074 -0.325
C 3.011 2.754 6.224 -0.732
C 2.697 1.268 6.058 -0.508
O 1.646 1.000 5.145 -0.400
C 2.040 0.869 3.790 -0.543
H 3.220 3.462 0.822 -0.061
H 2.891 4.297 2.349 0.310
H 4.236 4.835 1.296 0.385
H 5.237 4.704 3.382 0.410
H 6.362 3.358 3.172 0.402
H 5.619 3.310 5.462 0.405
H 4.945 1.917 4.586 0.192
H 2.943 3.336 4.288 0.065
H 2.077 3.261 6.481 0.378
H 3.683 2.883 7.078 0.423
H 2.345 0.903 7.027 0.356
H 3.586 0.675 5.815 0.342
H 3.047 0.454 3.690 0.329
H 1.980 1.829 3.270 0.161
H 1.337 0.191 3.303 0.259
C -4.668 -1.266 5.821 -0.707
O -4.638 0.053 5.307 -0.348
C -3.348 0.655 5.361 -0.816
C -2.817 0.895 3.962 -0.239
N -2.477 -0.367 3.312 -0.233
C -2.167 -0.238 1.892 -0.549
C -3.295 0.189 0.954 -0.605
O -4.336 -0.766 0.829 -0.279
C -5.365 -0.660 1.801 -0.727
H -5.706 -1.598 5.824 0.245
H -4.088 -1.951 5.193 0.299
H -4.289 -1.297 6.846 0.344
H -2.647 0.062 5.955 0.421
H -3.469 1.623 5.858 0.402
H -1.922 1.521 4.019 0.331
H -3.587 1.440 3.402 0.194
H -3.253 -1.008 3.414 0.077
H -1.816 -1.219 1.560 0.233
H -1.327 0.454 1.776 0.427
H -2.860 0.284 -0.047 0.298
H -3.700 1.177 1.202 0.408
H -5.523 0.371 2.125 0.332
H -5.153 -1.295 2.664 0.236
H -6.288 -1.026 1.349 0.305